Entry 1:
DFT (the ωB97M-V functional and the def2-TZVPD basis) results for a structure of composition C42H38N2O2P2PdS in a non-equilibrium geometry.

Atoms and positions in Å:
Pd1 -0.467 0.182 -0.015
C1 2.486 -0.079 1.760
C2 1.491 0.411 2.795
P1 -0.198 -0.207 2.370
C3 0.062 -2.019 2.552
C4 0.280 -2.776 1.397
C5 0.448 -4.149 1.472
C6 0.374 -4.792 2.700
C7 0.167 -4.052 3.854
C8 0.031 -2.674 3.784
C9 -1.139 0.258 3.854
C10 -0.887 1.480 4.481
C11 -1.615 1.868 5.595
C12 -2.626 1.057 6.088
C13 -2.929 -0.128 5.433
C14 -2.205 -0.517 4.319
P2 1.970 0.476 0.048
C15 2.273 2.270 0.283
C16 3.516 2.767 0.669
C17 3.691 4.126 0.886
C18 2.627 5.000 0.722
C19 1.387 4.516 0.329
C20 1.214 3.158 0.109
C21 3.463 -0.132 -0.818
C22 4.173 0.678 -1.703
C23 5.336 0.215 -2.296
C24 5.803 -1.062 -2.022
C25 5.082 -1.889 -1.175
C26 3.912 -1.431 -0.587
H1 2.521 -1.169 1.777
H2 3.490 0.284 1.985
H3 1.475 1.504 2.797
H4 1.745 0.063 3.799
H5 0.303 -2.282 0.433
H6 0.607 -4.727 0.571
H7 0.479 -5.868 2.753
H8 0.104 -4.556 4.811
H9 -0.104 -2.101 4.692
H10 -0.114 2.132 4.096
H11 -1.389 2.808 6.082
H12 -3.184 1.352 6.967
H13 -3.736 -0.754 5.795
H14 -2.455 -1.444 3.816
H15 4.355 2.092 0.790
H16 4.661 4.505 1.181
H17 2.766 6.060 0.895
H18 0.557 5.197 0.188
H19 0.259 2.768 -0.218
H20 3.798 1.665 -1.932
H21 5.881 0.854 -2.980
H22 6.719 -1.417 -2.476
H23 5.430 -2.894 -0.971
H24 3.347 -2.103 0.047
O1 1.190 1.414 -2.615
S1 0.289 0.513 -3.307
O2 0.878 -0.309 -4.332
N1 -0.569 -0.293 -2.222
C27 -1.466 -1.255 -2.617
C28 -1.656 -1.708 -3.916
C29 -2.558 -2.743 -4.197
C30 -3.284 -3.356 -3.212
C31 -3.166 -2.901 -1.885
C32 -3.872 -3.473 -0.805
C33 -3.760 -2.937 0.446
C34 -2.943 -1.811 0.623
N2 -2.225 -1.293 -0.343
C35 -2.291 -1.822 -1.588
C36 -0.891 1.580 -4.115
C37 -0.701 1.915 -5.446
C38 -1.643 2.709 -6.083
C39 -2.758 3.155 -5.386
C40 -2.926 2.832 -4.045
C41 -1.987 2.040 -3.403
H25 -1.056 -1.283 -4.706
H26 -2.670 -3.069 -5.223
H27 -3.956 -4.175 -3.435
H28 -4.505 -4.333 -0.986
H29 -4.292 -3.353 1.291
H30 -2.873 -1.322 1.589
H31 0.177 1.546 -5.959
H32 -1.510 2.982 -7.121
H33 -3.499 3.763 -5.890
H34 -3.788 3.199 -3.504
H35 -2.093 1.771 -2.359
C42 -2.030 1.717 0.652
H36 -1.610 2.285 1.482
H37 -2.869 1.114 0.996
H38 -2.324 2.378 -0.163

## Properties
E_tot in eV: -84138.3107
2S+1: 3
Frontier orbital gap (spin up / spin down) in eV: 6.674 / 6.852

---

Entry 2:
DFT (the ωB97M-V functional and the def2-TZVPD basis) results for a structure of composition C42H39AuN3O3P2S in a non-equilibrium geometry.

Atoms and positions in Å:
Au1 -0.084 0.078 0.497
O1 -1.010 -5.282 0.414
C1 -0.099 -5.178 1.379
C2 0.476 -6.360 1.861
C3 1.385 -6.337 2.891
C4 1.757 -5.127 3.474
C5 1.243 -3.950 2.986
C6 0.321 -3.946 1.934
C7 -0.115 -2.656 1.404
O2 0.413 -1.590 1.837
N1 -1.042 -2.697 0.448
N2 -1.286 -1.577 -0.211
C8 -2.248 -1.543 -1.085
C9 -2.552 -0.493 -1.983
C10 -3.557 -0.723 -2.951
C11 -3.860 0.192 -3.923
C12 -3.182 1.421 -3.952
C13 -2.219 1.695 -3.028
C14 -1.870 0.775 -1.999
O3 -0.993 1.160 -1.157
H1 -1.337 -4.380 0.182
H2 0.170 -7.287 1.406
H3 1.810 -7.259 3.255
H4 2.442 -5.115 4.304
H5 1.531 -3.000 3.410
H6 -2.865 -2.439 -1.161
H7 -4.077 -1.669 -2.929
H8 -4.601 -0.023 -4.676
H9 -3.430 2.152 -4.707
H10 -1.694 2.637 -3.019
C15 3.050 6.598 -1.369
S1 3.833 6.131 0.209
C16 4.822 4.657 -0.234
C17 4.143 3.348 0.144
C18 2.897 3.092 -0.711
N3 2.032 2.014 -0.241
P1 0.773 2.286 0.878
C19 1.533 3.294 2.194
C20 1.332 4.668 2.275
C21 1.997 5.395 3.245
C22 2.847 4.754 4.131
C23 3.036 3.381 4.060
C24 2.377 2.646 3.093
C25 -0.525 3.389 0.255
C26 -0.605 4.123 -0.920
C27 -1.778 4.800 -1.215
C28 -2.867 4.739 -0.362
C29 -2.790 4.003 0.811
C30 -1.622 3.337 1.120
P2 2.346 0.338 -0.489
C31 4.165 0.138 -0.385
C32 4.685 -0.133 0.880
C33 6.042 -0.339 1.042
C34 6.884 -0.283 -0.058
C35 6.370 -0.025 -1.320
C36 5.012 0.181 -1.491
C37 2.011 0.009 -2.238
C38 2.197 -1.320 -2.615
C39 1.869 -1.732 -3.891
C40 1.372 -0.815 -4.805
C41 1.181 0.504 -4.428
C42 1.476 0.918 -3.140
H11 3.222 7.661 -1.505
H12 1.982 6.404 -1.314
H13 3.498 6.038 -2.183
H14 5.753 4.755 0.321
H15 5.034 4.705 -1.300
H16 3.866 3.375 1.199
H17 4.856 2.534 0.003
H18 3.214 2.863 -1.736
H19 2.287 4.002 -0.720
H20 0.677 5.171 1.578
H21 1.858 6.464 3.306
H22 3.365 5.324 4.884
H23 3.697 2.890 4.758
H24 2.517 1.575 3.010
H25 0.216 4.155 -1.625
H26 -1.847 5.365 -2.133
H27 -3.779 5.260 -0.606
H28 -3.641 3.939 1.471
H29 -1.544 2.746 2.029
H30 4.012 -0.190 1.727
H31 6.446 -0.556 2.019
H32 7.943 -0.448 0.066
H33 7.031 0.011 -2.173
H34 4.608 0.379 -2.475
H35 2.597 -2.020 -1.892
H36 1.994 -2.766 -4.167
H37 1.117 -1.127 -5.807
H38 0.794 1.224 -5.132
H39 1.287 1.935 -2.829

## Properties
Total charge: +1
E_tot in eV: -87897.8185
Frontier orbital gap (spin up / spin down) in eV: 4.529 / 4.525

---

Entry 3:
DFT (the ωB97M-V functional and the def2-TZVPD basis) results for a cluster of 9 separate species, C42H39N9O12 in total in a non-equilibrium geometry.

Atoms and positions in Å:
O1 -1.361 8.803 -6.641
N1 -1.135 7.783 -6.015
O2 -0.414 7.877 -5.024
C1 -1.420 6.443 -6.618
C2 -2.184 6.341 -7.786
C3 -2.591 5.123 -8.243
C4 -2.110 4.010 -7.637
C5 -1.206 4.091 -6.613
C6 -0.858 5.308 -6.038
H1 -2.559 7.171 -8.366
H2 -3.169 5.052 -9.152
H3 -2.308 3.026 -8.036
H4 -0.747 3.196 -6.219
H5 -0.213 5.279 -5.172
O3 4.752 -9.046 3.055
N2 5.723 -8.326 3.260
O4 6.832 -8.700 3.014
C7 5.507 -7.069 3.921
C8 4.207 -6.627 4.261
C9 4.091 -5.363 4.848
C10 5.202 -4.652 5.353
C11 6.500 -5.245 5.193
C12 6.643 -6.422 4.502
H6 3.360 -7.192 3.901
H7 3.098 -4.938 4.838
H8 5.045 -3.750 5.926
H9 7.397 -4.751 5.535
H10 7.608 -6.878 4.339
O5 -5.167 2.953 4.819
N3 -6.117 3.358 4.165
O6 -7.169 3.739 4.686
C13 -5.871 3.417 2.680
C14 -4.702 2.940 2.039
C15 -4.556 3.082 0.646
C16 -5.534 3.651 -0.075
C17 -6.761 3.937 0.479
C18 -6.893 3.892 1.871
H11 -3.840 2.535 2.549
H12 -3.710 2.748 0.063
H13 -5.479 3.661 -1.153
H14 -7.600 4.310 -0.090
H15 -7.881 3.986 2.299
O7 9.831 6.201 3.755
N4 10.900 5.955 3.309
O8 11.920 6.395 3.884
C19 11.100 5.121 2.090
C20 10.002 4.316 1.697
C21 10.150 3.385 0.670
C22 11.348 3.341 -0.010
C23 12.406 4.209 0.230
C24 12.251 5.102 1.336
H16 9.098 4.242 2.283
H17 9.339 2.682 0.557
H18 11.470 2.690 -0.864
H19 13.275 4.268 -0.408
H20 13.040 5.811 1.537
O9 -4.004 -3.560 3.013
N5 -4.148 -4.758 3.092
O10 -3.305 -5.543 2.692
C25 -5.407 -5.218 3.683
C26 -6.387 -4.276 4.107
C27 -7.572 -4.665 4.710
C28 -7.875 -6.027 4.829
C29 -6.967 -6.964 4.299
C30 -5.746 -6.543 3.787
H21 -6.284 -3.215 3.938
H22 -8.249 -3.928 5.114
H23 -8.840 -6.362 5.181
H24 -7.206 -8.017 4.322
H25 -5.093 -7.349 3.488
O11 -9.040 -5.071 -1.913
N6 -8.263 -4.215 -2.252
O12 -8.505 -3.019 -2.101
C31 -6.919 -4.537 -2.788
C32 -6.652 -5.794 -3.303
C33 -5.470 -6.104 -3.950
C34 -4.527 -5.064 -4.105
C35 -4.747 -3.775 -3.581
C36 -5.942 -3.508 -3.026
H26 -7.285 -6.659 -3.177
H27 -5.256 -7.115 -4.263
H28 -3.570 -5.261 -4.565
H29 -3.962 -3.052 -3.748
H30 -6.173 -2.515 -2.671
C37 5.607 -0.791 -5.840
C38 4.696 -0.257 -6.907
N7 4.083 0.155 -7.758
H31 6.320 -1.524 -6.215
H32 5.049 -1.285 -5.044
H33 6.164 0.058 -5.444
C39 -0.759 7.913 1.536
C40 0.121 6.731 1.723
N8 0.799 5.810 1.833
H34 -0.976 8.395 2.489
H35 -1.686 7.638 1.033
H36 -0.150 8.589 0.937
C41 2.770 -0.301 1.689
C42 2.183 -0.254 0.358
N9 1.711 -0.266 -0.690
H37 3.410 0.573 1.815
H38 3.512 -1.092 1.797
H39 2.002 -0.448 2.448

## Properties
E_tot in eV: -82146.9343
Frontier orbital gap in eV: 9.273
Structure (SMILES): O=[N+]([O-])c1ccccc1.O=[N+]([O-])c1ccccc1.O=[N+]([O-])c1ccccc1.O=[N+]([O-])c1ccccc1.O=[N+]([O-])c1ccccc1.O=[N+]([O-])c1ccccc1.CC#N.CC#N.CC#N

---

Entry 4:
DFT (the ωB97M-V functional and the def2-TZVPD basis) results for a structure of composition C42H40N6O2SiTb in a non-equilibrium geometry.

Atoms and positions in Å:
Tb1 0.299 1.077 -0.420
C1 1.720 0.824 3.843
C2 1.581 1.454 2.494
O1 0.563 1.175 1.774
C3 2.684 2.264 2.090
C4 2.834 2.977 0.895
C5 3.814 4.044 0.632
N1 1.975 2.841 -0.131
N2 2.189 3.647 -1.174
C6 1.323 3.549 -2.205
O2 0.500 2.579 -2.240
C7 1.361 4.614 -3.248
C8 2.181 5.777 -3.181
C9 2.046 6.757 -4.148
C10 1.105 6.699 -5.085
C11 0.258 5.592 -5.173
C12 0.427 4.517 -4.277
H1 1.918 1.541 4.577
H2 2.407 -0.038 3.751
H3 0.729 0.409 4.103
H4 3.470 2.412 2.841
H5 4.251 3.844 -0.366
H6 4.653 4.058 1.351
H7 3.310 5.060 0.677
H8 2.964 5.856 -2.370
H9 2.776 7.577 -4.144
H10 0.919 7.484 -5.837
H11 -0.578 5.566 -5.889
H12 -0.076 3.603 -4.404
C13 -2.300 4.626 1.427
C14 -3.551 4.466 0.776
C15 -3.796 3.268 0.139
C16 -2.740 2.383 -0.137
N3 -1.475 2.623 0.289
C17 -1.331 3.634 1.193
C18 -2.990 1.228 -0.995
C19 -4.271 0.883 -1.506
C20 -4.505 -0.261 -2.268
C21 -3.369 -1.087 -2.496
C22 -2.121 -0.634 -2.100
N4 -1.924 0.485 -1.356
H13 -2.050 5.372 2.198
H14 -4.277 5.238 0.783
H15 -4.764 3.177 -0.277
H16 -0.446 3.505 1.827
H17 -5.151 1.585 -1.301
H18 -5.503 -0.568 -2.546
H19 -3.477 -2.024 -3.002
H20 -1.207 -1.199 -2.344
C23 2.451 -3.558 -3.987
C24 3.288 -2.445 -3.921
C25 3.097 -1.476 -2.954
C26 1.994 -1.630 -2.009
C27 1.198 -2.797 -2.109
C28 1.401 -3.745 -3.078
N5 1.769 -0.713 -0.949
N6 0.989 -1.261 0.112
C29 1.625 -2.253 0.840
C30 2.969 -2.642 0.604
C31 3.395 -3.958 0.926
C32 2.574 -4.842 1.583
C33 1.353 -4.333 2.069
C34 0.846 -3.044 1.758
H21 2.694 -4.335 -4.807
H22 4.047 -2.388 -4.661
H23 3.705 -0.568 -2.871
H24 0.464 -2.897 -1.307
H25 0.739 -4.605 -3.260
H26 3.573 -2.000 -0.070
H27 4.334 -4.306 0.588
H28 2.952 -5.851 1.771
H29 0.716 -4.902 2.710
C35 -1.681 -1.247 2.159
Si1 -1.119 -3.030 1.928
C36 -1.718 -3.582 0.220
C37 -1.780 -4.014 3.356
C38 -2.416 -5.211 3.085
C39 -3.120 -5.891 4.088
C40 -3.324 -5.297 5.305
C41 -2.752 -4.064 5.572
C42 -1.869 -3.500 4.676
H30 -2.699 -1.119 1.846
H31 -1.053 -0.699 1.464
H32 -1.443 -0.920 3.178
H33 -2.757 -3.448 0.014
H34 -1.514 -4.624 -0.039
H35 -1.163 -2.898 -0.441
H36 -2.375 -5.570 2.098
H37 -3.509 -6.910 3.915
H38 -3.978 -5.669 6.111
H39 -3.073 -3.584 6.492
H40 -1.182 -2.636 4.951

## Properties
Total charge: -1
E_tot in eV: -87553.0025
2S+1: 7
Frontier orbital gap (spin up / spin down) in eV: 3.380 / 3.416

---

Entry 5:
DFT (the ωB97M-V functional and the def2-TZVPD basis) results for a structure of composition C42H41AsBrN4O5PSTc in a non-equilibrium geometry.

Atoms and positions in Å:
Tc1 0.156 -0.233 -0.276
N1 3.536 -0.614 0.359
P1 2.438 0.052 1.486
C1 3.082 1.776 1.610
C2 2.374 2.849 1.081
C3 2.891 4.131 1.174
C4 4.113 4.345 1.787
C5 4.821 3.277 2.313
C6 4.313 1.994 2.226
C7 3.074 -0.681 3.023
C8 3.620 -1.961 3.064
C9 4.100 -2.465 4.262
C10 4.005 -1.714 5.424
C11 3.409 -0.462 5.398
C12 2.931 0.047 4.206
C13 3.327 -0.455 -0.974
C14 4.352 -0.776 -1.880
C15 4.156 -0.589 -3.223
C16 2.949 -0.026 -3.643
C17 1.996 0.255 -2.699
N2 2.137 0.021 -1.381
H1 4.433 -0.997 0.634
H2 1.414 2.685 0.611
H3 2.333 4.966 0.779
H4 4.516 5.343 1.857
H5 5.766 3.441 2.805
H6 4.864 1.171 2.657
H7 3.673 -2.563 2.167
H8 4.552 -3.445 4.288
H9 4.388 -2.108 6.353
H10 3.325 0.120 6.305
H11 2.472 1.026 4.179
H12 5.277 -1.178 -1.499
H13 4.918 -0.861 -3.937
H14 2.760 0.165 -4.687
H15 1.043 0.674 -3.014
C18 -7.421 0.675 0.751
O1 -6.243 -0.066 0.499
C19 -5.054 0.407 0.859
C20 -4.833 1.612 1.569
C21 -3.558 1.983 1.903
C22 -2.426 1.235 1.521
C23 -1.108 1.541 1.976
C24 -0.907 2.479 3.132
O2 -0.066 1.033 1.489
C25 -2.646 0.059 0.709
O3 -1.684 -0.642 0.240
C26 -3.962 -0.349 0.459
H16 -8.227 0.066 0.352
H17 -7.392 1.634 0.227
H18 -7.577 0.824 1.822
H19 -5.665 2.230 1.864
H20 -3.409 2.899 2.452
H21 -1.659 2.336 3.901
H22 -0.956 3.511 2.780
H23 0.083 2.307 3.551
H24 -4.119 -1.249 -0.114
Br1 -0.912 -4.093 -0.264
C27 -0.709 -3.350 1.455
C28 -1.280 -4.041 2.517
C29 -1.204 -3.488 3.781
C30 -0.556 -2.269 3.925
C31 -0.007 -1.678 2.804
N3 -0.070 -2.196 1.580
H25 -1.771 -4.984 2.337
H26 -1.657 -3.992 4.622
H27 -0.467 -1.781 4.882
H28 0.492 -0.724 2.892
O4 1.739 -2.751 -1.904
C32 0.627 -2.509 -2.310
N4 -0.104 -1.392 -1.903
C33 -1.251 -1.284 -2.644
O5 -1.996 -0.316 -2.570
C34 -1.356 -2.467 -3.516
C35 -2.356 -2.895 -4.365
C36 -2.192 -4.138 -4.965
C37 -1.066 -4.914 -4.724
C38 -0.046 -4.478 -3.881
C39 -0.209 -3.243 -3.290
H29 -3.231 -2.292 -4.541
H30 -2.967 -4.517 -5.614
H31 -0.981 -5.877 -5.202
H32 0.826 -5.084 -3.686
C40 -0.049 3.587 -3.896
As1 -1.368 2.377 -3.111
C41 -1.988 1.380 -4.671
C42 -2.881 3.499 -2.643
S1 -0.466 1.930 -1.172
H33 -0.536 4.224 -4.635
H34 0.743 3.018 -4.389
H35 0.397 4.212 -3.122
H36 -2.148 2.134 -5.444
H37 -2.924 0.882 -4.426
H38 -1.263 0.643 -5.011
H39 -3.219 4.033 -3.535
H40 -2.585 4.219 -1.877
H41 -3.695 2.881 -2.262

## Properties
Total charge: +2
E_tot in eV: -213609.5264
2S+1: 2
Frontier orbital gap (spin up / spin down) in eV: 5.837 / 6.551